Density functional theory data (the ωB97M-V functional and the def2-TZVPD basis) for a cluster of 9 separate species, C15H37Br6N5O11 in total in a non-equilibrium geometry.

```
74
Properties=species:S:1:pos:R:3
Br 0.562 4.665 -1.796
Br -0.713 2.240 -3.924
Br -3.183 2.868 -1.005
Br -4.021 0.921 3.371
Br 0.243 0.525 5.025
Br -2.498 4.677 3.159
O 1.761 -2.911 -2.020
O 0.548 1.005 1.273
O 0.951 0.964 -0.833
O -5.768 -0.921 -3.902
O -5.791 -2.294 -2.241
O -2.726 -2.166 1.873
O 5.507 -0.432 0.994
O 4.643 -2.347 1.475
O -0.682 -2.827 1.667
O 4.700 3.820 2.005
O 3.532 2.465 0.808
N 3.759 3.077 1.832
N -5.295 -1.405 -2.895
N 0.300 0.659 0.134
N 4.576 -1.207 1.064
N -1.844 -3.007 1.952
C -2.227 -4.362 2.459
C 1.407 4.156 -3.450
C 3.026 -1.146 -2.924
C -3.143 4.461 1.353
C 1.168 -4.193 -2.128
C -3.999 -0.840 -2.418
C 2.503 -2.547 -3.142
C -0.817 -0.306 -0.100
C 3.243 -0.724 0.609
C 0.518 -4.535 -0.804
C -2.413 0.312 4.239
C -1.335 1.364 4.252
C 2.775 2.965 2.933
C 1.179 2.694 -3.767
C -2.314 3.433 0.629
H -3.292 -1.110 -3.204
H -0.176 -3.750 -0.507
H -3.716 -1.345 -1.504
H -2.676 -0.011 5.242
H -1.556 -0.143 0.677
H 3.433 -0.660 -3.811
H 2.705 -1.564 0.186
H 1.922 -4.948 -2.393
H 3.747 -1.124 -2.106
H 2.205 -0.489 -2.613
H 1.885 3.534 2.670
H -4.191 4.178 1.379
H -1.063 1.678 3.250
H 1.593 2.450 -4.743
H -4.073 0.237 -2.344
H -1.311 3.791 0.412
H 3.422 0.088 -0.084
H -3.241 -4.563 2.135
H 2.443 1.932 3.013
H -0.072 -5.446 -0.933
H -1.524 -5.076 2.049
H 3.202 3.321 3.860
H 1.098 4.793 -4.268
H 2.474 4.262 -3.256
H -1.143 -0.132 -1.118
H -2.222 2.522 1.216
H -2.186 -4.295 3.542
H 1.906 -2.584 -4.068
H -3.073 5.437 0.880
H -2.087 -0.566 3.690
H 1.285 -4.713 -0.055
H 2.740 -0.325 1.487
H -1.593 2.222 4.860
H -0.394 -1.303 0.004
H 0.442 -4.186 -2.955
H 1.610 2.022 -3.032
H 3.344 -3.236 -3.316
```

Calculated values
ΔE to the lowest compared entry with this formula, charge and spin in kcal per mole: 0.00
Strongest force on any atom in eV/A: 1.20
HOMO level in eV: -10.0665
Net charge: 0
Kohn-Sham gap in eV: 9.5
LUMO energy in eV: -0.565
SMILES: C[N+](=O)[O-].C[N+](=O)[O-].C[N+](=O)[O-].C[N+](=O)[O-].C[N+](=O)[O-].BrCCBr.BrCCBr.BrCCBr.CCOCC
Total energy in a.u.: -17138.75980

These are the Mulliken partial charges, in e, on atoms 1 to 4:
1 Br -0.127
2 Br -0.129
3 Br -0.126
4 Br -0.137

---

Density functional theory data (the ωB97M-V functional and the def2-TZVPD basis) for a structure of composition C15H37CsO13P4 in a non-equilibrium geometry.

```
70
Properties=species:S:1:pos:R:3
Cs 1.456 -1.724 -0.129
P 4.696 -1.110 0.311
P 2.888 -1.379 2.669
P -0.191 0.963 -1.566
P -1.685 -0.887 -0.049
O 2.230 -2.566 2.033
O -0.936 -0.686 1.329
O 5.072 -2.802 2.219
O -3.199 -1.236 0.297
O 4.466 0.442 0.002
O 0.019 0.115 -2.866
O 2.426 -0.026 1.795
O -0.974 -1.857 -0.885
O -0.114 2.472 -2.069
O 3.842 -2.007 -0.496
O 6.238 -1.248 -0.088
O 0.796 0.614 -0.538
O 2.699 -1.100 4.108
C -4.573 -2.726 1.579
C -0.189 1.488 -4.916
C -1.860 0.722 -0.869
C 4.653 -1.438 2.115
C -1.527 1.095 2.874
C -0.565 0.202 -4.196
C 1.279 4.241 -1.234
C -0.052 3.531 -1.078
C -4.302 -2.998 -0.918
C -0.807 -1.196 3.665
C -2.065 -0.037 -4.162
C -1.558 -0.401 2.613
C 5.568 -0.530 2.910
C -1.239 4.453 -1.302
C -3.632 -2.622 0.392
H -4.708 -4.007 -0.858
H -2.750 -3.249 0.544
H -0.504 1.471 2.814
H 5.383 0.513 2.649
H -2.149 1.633 2.156
H -2.178 3.901 -1.232
H -2.586 0.859 -3.821
H 0.212 -0.832 3.807
H 3.578 0.689 0.320
H -0.411 1.383 -5.978
H -2.655 0.679 -1.607
H -1.332 -1.136 4.618
H -2.071 1.517 -0.153
H -5.080 -3.690 1.572
H -5.321 -1.934 1.513
H 2.096 3.546 -1.036
H -1.246 5.255 -0.564
H 4.270 -3.347 2.132
H 5.364 -0.668 3.971
H 1.382 4.618 -2.252
H -0.744 2.335 -4.518
H 1.339 5.076 -0.536
H 6.608 -0.780 2.698
H 1.488 0.058 2.018
H -4.037 -2.622 2.523
H -2.290 -0.874 -3.498
H 6.321 -1.968 -0.730
H -1.911 1.292 3.874
H -1.173 4.891 -2.299
H 0.876 1.683 -4.797
H -5.114 -2.299 -1.125
H -0.098 3.085 -0.079
H -3.579 -2.955 -1.734
H -2.422 -0.279 -5.162
H -0.085 -0.633 -4.706
H -2.596 -0.733 2.566
H -0.735 -2.242 3.364
```

Calculated values
ΔE to the lowest compared entry with this formula, charge and spin in kcal per mole: 77.72
Strongest force on any atom in eV/A: 3.73
HOMO level in eV: -8.6851
Net charge: 0
Kohn-Sham gap in eV: 8.7
LUMO energy in eV: -0.024
Total energy in a.u.: -2957.83338

These are the Mulliken partial charges, in e, on atoms 1 to 4:
1 Cs 1.753
2 P 0.580
3 P 0.996
4 P 0.119

---

Density functional theory data (the ωB97M-V functional and the def2-TZVPD basis) for a structure of composition C15H38ClLaN2O4P2 in a non-equilibrium geometry.

```
63
Properties=species:S:1:pos:R:3
La -4.482 -2.192 5.845
Cl -0.698 0.948 1.119
P -1.629 -0.088 -0.502
P 2.194 1.848 -0.654
O 2.053 2.507 0.710
O 0.370 -2.654 -2.220
O 3.255 2.799 -1.532
O 2.929 0.372 -0.503
N -2.391 1.626 -2.655
N -3.023 -0.605 0.477
C -3.276 -0.096 3.007
C 3.646 5.215 -1.443
C -0.091 0.323 -1.569
C 0.533 1.744 -1.522
C 3.036 -0.030 0.887
C -0.679 -1.786 -0.109
C -2.203 -1.536 4.800
C -2.529 1.516 -1.219
C 2.634 4.090 -1.773
C 2.775 -2.740 -2.377
C -2.522 -1.436 3.221
C 3.476 -1.517 1.016
C -0.676 -2.806 -1.284
C -3.585 0.265 1.480
C 1.467 -3.556 -2.031
H -3.047 -2.328 2.831
H -4.232 -0.060 3.592
H -0.057 2.579 -1.111
H -3.627 1.453 -1.057
H 1.706 4.231 -1.179
H 0.317 -1.604 0.348
H -1.586 -0.638 5.020
H -1.517 -1.316 2.758
H 2.708 -2.227 0.630
H 3.264 6.146 -1.910
H -3.216 -1.356 5.352
H 0.756 2.030 -2.583
H 1.401 -4.358 -2.789
H 4.660 5.038 -1.842
H 3.158 -2.195 -1.487
H 3.637 -1.776 2.084
H -1.630 -2.868 -1.843
H -2.171 2.422 -0.690
H -1.679 -2.494 5.059
H -3.437 1.358 1.401
H -3.693 -1.167 -0.031
H 2.490 -1.948 -3.103
H -1.997 2.524 -2.919
H 2.372 4.123 -2.853
H 1.592 -3.915 -0.991
H 3.738 5.378 -0.351
H -1.276 -2.279 0.691
H -2.644 0.732 3.400
H -4.698 0.142 1.418
H 2.039 0.060 1.360
H -3.307 1.507 -3.077
H -0.546 -3.810 -0.799
H -0.346 0.073 -2.635
H 4.420 -1.725 0.472
H 0.738 -0.380 -1.323
H 3.759 0.599 1.441
H -2.196 -0.778 -1.648
H 3.567 -3.384 -2.801
```

Calculated values
Strongest force on any atom in eV/A: 9.06
HOMO level in eV: -11.6634
Net charge: +2
Kohn-Sham gap in eV: 2.0
LUMO energy in eV: -9.634
Total energy in a.u.: -2178.32330

These are the Mulliken partial charges, in e, on atoms 1 to 4:
1 La 1.034
2 Cl -0.204
3 P 0.357
4 P 0.857

---

Density functional theory data (the ωB97M-V functional and the def2-TZVPD basis) for a structure of composition C15H38Li2N2O3 in a non-equilibrium geometry.

```
60
Properties=species:S:1:pos:R:3
O -20.683 -3.025 -1.405
O -19.586 -1.503 -2.348
O -17.471 0.887 -3.861
N -19.717 -4.089 -3.730
N -20.559 -0.779 0.224
C -19.421 -0.471 1.044
C -20.785 -3.846 -4.792
C -17.302 -4.046 -3.194
C -18.070 -1.438 -4.478
C -21.516 -1.466 1.053
C -22.167 -0.669 2.233
C -21.105 0.365 -0.526
C -20.066 -5.105 -2.694
C -17.155 -0.134 -4.442
C -18.215 0.132 0.439
C -15.920 -0.127 -5.415
C -22.164 -0.075 -1.568
C -20.612 -2.309 -5.245
C -18.376 -4.301 -4.267
C -20.474 -6.432 -3.304
Li -19.901 -2.950 -2.649
Li -20.383 -1.624 -1.160
H -18.832 -1.258 -5.237
H -16.271 -0.185 -6.446
H -20.985 -4.728 -2.246
H -20.341 0.909 -1.082
H -17.313 -2.998 -2.894
H -21.531 -2.070 -5.781
H -19.772 0.131 1.882
H -18.170 -5.262 -4.737
H -20.807 -4.637 -5.542
H -19.702 -2.277 -5.843
H -22.961 -0.671 -1.124
H -21.355 -0.676 2.961
H -15.296 -1.020 -5.415
H -17.492 -2.354 -4.598
H -22.880 -1.388 2.636
H -19.593 -6.774 -3.847
H -20.503 -1.444 -4.590
H -17.376 0.195 1.132
H -18.230 -3.476 -4.964
H -17.270 -4.773 -2.382
H -21.736 -3.653 -4.296
H -21.123 -2.413 1.421
H -21.682 -0.568 -2.412
H -21.289 -6.226 -3.998
H -18.934 -0.862 -2.693
H -22.595 0.321 2.076
H -16.423 -4.172 -3.827
H -21.508 1.052 0.218
H -18.409 1.105 -0.014
H -19.315 -5.246 -1.918
H -22.603 0.825 -1.998
H -18.575 -1.450 -3.512
H -20.942 -3.823 -0.906
H -15.292 0.762 -5.356
H -20.866 -7.088 -2.527
H -22.389 -1.882 0.549
H -18.016 -0.372 -0.507
H -19.136 -1.431 1.475
```

Calculated values
ΔE to the lowest compared entry with this formula, charge and spin in kcal per mole: 238.37
Strongest force on any atom in eV/A: 10.36
HOMO level in eV: -8.6083
Net charge: 0
Kohn-Sham gap in eV: 9.1
LUMO energy in eV: 0.444
Total energy in a.u.: -944.37269

These are the Mulliken partial charges, in e, on atoms 1 to 4:
1 O -0.758
2 O -0.929
3 O -0.549
4 N 0.499

---

Question: LUMO energy of number 1 (C15H37Br6N5O11)?
Answer: -0.565 eV

---

Question: Number 2 is which compound?
Answer: C15H37CsO13P4

---

Question: total energy of number 1 (C15H37Br6N5O11)?
Answer: -17138.75980 a.u.